The following is a quantum chemistry calculation of the molecule C5H11N3O at a distorted geometry, from the OMol25 dataset.

Each line ends with the Mulliken spin population.
CARTESIAN COORDINATES (ANGSTROEM)
C -0.534012 -1.684044 -0.321478  0.8881
C 0.582815 -0.536373 -0.409835  -0.0125
C 1.185040 -0.247834 -1.761463  -0.0150
C -2.802320 0.873198 0.519341  0.0906
C 2.231992 0.192632 1.300882  0.0046
N -1.605724 -1.185988 0.161942  0.4488
N -0.404300 0.579927 -0.221067  0.1336
N -1.596962 0.055125 0.401768  0.4617
O 1.548192 -0.810418 0.588966  0.0153
H -0.500613 -2.760914 -0.609319  0.0059
H 1.664590 0.679064 -1.622800  0.0007
H 0.223418 -0.064713 -2.282498  0.0175
H 1.712246 -1.079212 -2.155430  -0.0002
H -3.468422 0.655948 -0.290329  -0.0362
H -3.245028 0.699300 1.417480  0.0267
H -2.381846 1.869175 0.375140  -0.0095
H 3.259848 -0.238260 1.469410  -0.0001
H 1.913648 0.448148 2.307933  -0.0015
H 2.266814 1.215363 0.794580  -0.0008
H -0.049377 1.339885 0.336771  -0.0178

Atoms 1-2, force components in eV/Å:
7.4 -1.8 -2.7
-2.7 -1.6 0.3

## Properties
HOMO-LUMO gap (alpha / beta) = 4.978 / 8.250 eV
M = 129.2 g mol⁻¹
LUMO energy (alpha / beta) = 0.030 / -0.031 Eh
Multiplicity = 3
Energy relative to the best compared isomer or geometry (same formula, charge and spin) = 0.324 eV
<S²> = 2.0069



The following is a quantum chemistry calculation of a structure of composition C24H33GeN8O2PScSe at a distorted geometry, from the OMol25 dataset.

Each line ends with the Löwdin charge.
CARTESIAN COORDINATES (ANGSTROEM)
Sc -1.129723 0.062285 -0.981318  0.7634
Se 4.347204 5.552213 -1.244805  1.1816
N 4.391710 3.783451 -1.330568  -0.2133
C 3.149613 3.379441 -1.320707  -0.3408
C 2.759468 1.972871 -1.393925  -0.0773
C 3.696051 0.943179 -1.525200  0.0388
C 3.262495 -0.357672 -1.608631  -0.0018
C 1.896490 -0.607041 -1.537438  -0.0800
N 0.999507 0.364891 -1.401684  0.0231
C 1.410325 1.648399 -1.344541  -0.1478
C 0.375242 2.703453 -1.240131  -0.1543
N -0.916606 2.317162 -1.187129  0.0245
C -1.865487 3.239087 -1.119317  -0.0805
C -1.594181 4.602590 -1.084923  -0.0092
C -0.283321 5.008101 -1.123570  0.0338
C 0.727616 4.046113 -1.207143  -0.0764
C 2.145226 4.405023 -1.239854  -0.3382
N 2.578111 5.636144 -1.186824  -0.2128
H 4.748941 1.194707 -1.564706  0.1294
H 3.955524 -1.180057 -1.718417  0.1244
H 1.499967 -1.615004 -1.565309  0.1005
H -2.883982 2.871986 -1.089937  0.1241
H -2.405276 5.314557 -1.024185  0.1206
H -0.008472 6.054713 -1.093710  0.1284
N -3.970675 -2.366218 -2.292075  0.2009
C -3.456585 -1.558367 -3.453963  -0.0192
C -2.687457 -0.430413 -2.791952  -0.6660
O -3.226496 0.057607 -1.758289  -0.0878
O -1.520270 -0.154010 -3.154206  -0.0163
H -4.828682 -2.877473 -2.486726  0.1716
H -4.094588 -1.694478 -1.521681  0.1401
H -3.242623 -3.004603 -1.943242  0.0850
H -4.286570 -1.180829 -4.044559  0.1438
H -2.797190 -2.166243 -4.061111  0.1222
C 0.776196 -4.241956 0.057754  -0.2310
Ge -0.891270 -3.594004 -0.768901  0.6072
C -2.225263 -5.023298 -0.441165  -0.2311
C -0.551120 -3.703509 -2.723651  -0.2227
C -1.467024 -1.861298 -0.232441  -0.4486
H 0.946398 -5.294591 -0.183430  0.0192
H 0.720906 -4.139688 1.143056  0.0120
H 1.636794 -3.668222 -0.296267  -0.0009
H -2.008792 -5.896979 -1.062202  0.0197
H -3.254351 -4.702703 -0.634848  -0.0074
H -2.181561 -5.333645 0.605384  0.0194
H -0.025345 -4.638020 -2.934605  0.0232
H 0.062403 -2.875997 -3.090124  0.0070
H -1.466677 -3.727967 -3.324133  -0.0065
H -1.830421 -1.949709 0.806365  -0.0894
C 0.384443 1.728522 4.503099  -0.1824
N 1.408140 1.961607 3.480696  -0.1456
C 2.327134 0.819787 3.480850  -0.1815
N 1.666999 -0.468500 3.287782  -0.1422
C 0.633662 -0.627048 4.312036  -0.1752
N -0.337743 0.468551 4.336104  -0.1485
C -1.175444 0.484241 3.143358  -0.3053
P -0.183797 0.708662 1.581877  1.0122
C 0.814518 2.177300 2.165903  -0.3085
C 1.104254 -0.589127 1.947021  -0.3054
H -0.326254 2.556785 4.496206  0.1280
H 0.881037 1.705977 5.473433  0.1300
H 2.837921 0.801700 4.443784  0.1297
H 3.072216 0.961544 2.695226  0.1268
H 1.122165 -0.664305 5.286255  0.1301
H 0.109893 -1.569209 4.148579  0.1314
H -1.897529 1.299998 3.220231  0.0911
H -1.737913 -0.447024 3.064521  0.0890
H 0.166358 3.057194 2.200365  0.0930
H 1.607310 2.385452 1.440192  0.0792
H 1.905926 -0.506483 1.209018  0.0794
H 0.630532 -1.559635 1.804445  0.0701

Atoms 1-2, force components in eV/Å:
-1.0 -1.8 0.7
0.3 0.3 0.0

## Properties
HOMO-LUMO gap = 4.957 eV
M = 693.1 g mol⁻¹
LUMO energy = -0.129 Eh
Energy relative to the best compared isomer or geometry (same formula, charge and spin) = 2.837 eV
Net charge = +1



The following is a quantum chemistry calculation of the molecule C3H3NS at a distorted geometry, from the OMol25 dataset.

Each line ends with the Löwdin charge.
CARTESIAN COORDINATES (ANGSTROEM)
C -0.814144 -0.596641 0.246730  -0.0656
C 0.130725 0.669521 0.015997  -0.8653
S -0.007741 2.177789 0.496344  0.8328
C 1.280268 0.213501 -0.494507  -0.3208
N 2.456015 0.124834 -0.781848  0.1958
H -1.812564 -0.233592 0.400729  0.0639
H -0.316700 -1.350173 0.859680  0.0922
H -0.915859 -1.005240 -0.743125  0.0670

Atoms 1-2, force components in eV/Å:
0.6 2.2 -1.4
-4.1 -2.1 2.2

## Properties
HOMO-LUMO gap = 8.003 eV
M = 85.1 g mol⁻¹
LUMO energy = -0.058 Eh
Energy relative to the best compared isomer or geometry (same formula, charge and spin) = 0.993 eV



The following is a quantum chemistry calculation of the molecule C22H31ClN2O3 at a distorted geometry, from the OMol25 dataset.

Each line ends with the Löwdin charge.
CARTESIAN COORDINATES (ANGSTROEM)
C 5.347255 0.357579 1.237440  -0.0040
N 3.974205 -0.265089 1.000213  -0.0687
C 3.143146 -0.302969 2.080875  -0.1357
C 2.951582 1.331569 2.419158  -0.0856
C 2.225905 2.168674 1.401525  -0.3954
C 0.898831 1.919639 1.455844  -0.0910
C 0.294968 2.967413 0.109262  -0.1892
O 0.752725 4.145867 -0.009781  -0.0566
C 1.895762 4.397866 0.041190  -0.3302
C 2.628311 3.714365 1.298949  -0.0051
C 3.786429 -1.104566 -0.167027  -0.4627
O 4.714943 -0.988122 -1.021894  0.0354
C 2.699095 -1.701791 -0.298954  -0.2628
C 3.041144 -3.332332 -1.119636  0.0278
C 1.732870 -3.981209 -1.116326  -0.1369
C 0.469704 -3.304779 -1.395944  -0.3765
O -0.523140 -3.946526 -1.583247  0.1105
N 0.492621 -1.907900 -0.915703  -0.0027
C -0.809831 -1.316604 -1.079820  -0.1908
C -1.715068 -1.413739 0.030419  -0.1996
C -2.920166 -0.722620 0.126389  -0.2525
C -3.945940 -1.238707 -0.692775  -0.0403
C -5.123964 -0.774856 -0.615079  -0.1513
C -5.384177 0.523688 -0.214200  -0.6077
Cl -6.944242 1.310513 -0.473557  0.6179
C -4.288088 1.186874 0.560836  -0.0580
C -3.098156 0.547429 0.249143  -0.1283
C 1.627863 -1.077984 -0.806267  -0.1917
H 6.143141 -0.010689 0.427895  0.1270
H 5.834920 0.234608 2.241436  0.1055
H 5.302434 1.343222 0.904676  0.0483
H 3.602499 -0.530460 2.841602  0.0320
H 2.224740 -0.680304 2.124960  0.0857
H 2.370680 1.274592 3.340220  0.1110
H 3.806850 1.708663 2.867226  0.0771
H 2.563257 1.728273 0.422944  0.1525
H 0.529963 1.062236 1.254223  0.0162
H 0.338958 2.585926 2.267837  0.1758
H -0.871661 2.836608 -0.025468  0.1218
H 0.408084 2.354907 -1.023658  0.1626
H 2.367122 5.306198 0.106838  0.0978
H 2.420608 3.874019 -0.955705  0.1778
H 3.663861 3.871556 1.227354  0.1140
H 2.351540 4.026980 2.032495  -0.0320
H 2.415959 -2.206658 0.806802  0.2243
H 3.364519 -2.857457 -2.201267  0.1774
H 3.850919 -3.474769 -0.748820  -0.0085
H 1.812318 -4.854416 -1.917805  0.1814
H 1.715456 -4.549314 -0.302741  0.0836
H -0.745705 -0.132498 -1.446674  0.1917
H -1.437453 -1.806117 -1.865000  0.1354
H -1.009505 -0.955606 0.819473  0.1579
H -1.715625 -2.327312 0.289367  0.0680
H -3.912994 -2.245157 -0.925360  0.1216
H -5.976625 -1.123672 -1.113481  0.0981
H -4.466289 2.461876 0.853758  0.1915
H -2.384545 1.125516 1.012767  0.1515
H 1.227302 -0.335488 -0.266015  0.0806
H 1.980301 -0.619452 -1.821480  0.2042

Atoms 1-2, force components in eV/Å:
1.2 -2.6 -2.1
2.8 -2.6 -3.7

## Properties
HOMO-LUMO gap = 9.138 eV
M = 407.0 g mol⁻¹
LUMO energy = 0.017 Eh
Energy relative to the best compared isomer or geometry (same formula, charge and spin) = 21.634 eV



The following is a quantum chemistry calculation of a cluster of 2 separate species, C2H10N2O2 in total, from the OMol25 dataset.

Each line ends with the Löwdin charge.
CARTESIAN COORDINATES (ANGSTROEM)
N 2.269531 -0.405298 1.730133  0.0112
C 1.368929 0.210816 0.786169  -0.3927
O 1.406278 -0.567717 -0.380711  -0.0668
H 2.479858 0.263903 2.453675  0.0631
H 3.117280 -0.719511 1.265566  0.0731
H 1.649387 1.246252 0.509717  0.1145
H 0.371421 0.237475 1.231528  0.0928
H 0.633050 -0.332925 -0.911214  0.0471
N -2.207366 -0.937207 -0.588365  0.0364
C -2.031197 0.430405 -0.299733  -0.3393
O -0.953183 1.018279 -1.079470  -0.0946
H -1.444655 -1.505504 -0.237568  0.0763
H -2.350550 -1.136364 -1.564999  0.0792
H -1.761979 0.542194 0.748704  0.1043
H -2.924369 0.995383 -0.544010  0.1126
H -1.211947 1.942878 -1.149040  0.0826

Atoms 1-2, force components in eV/Å:
-0.1 -0.2 0.0
0.3 0.4 -0.3

## Properties
HOMO-LUMO gap = 9.723 eV
M = 94.1 g mol⁻¹
LUMO energy = 0.026 Eh
Energy relative to the best compared isomer or geometry (same formula, charge and spin) = 0.799 eV



The following is a quantum chemistry calculation of a structure of composition C48H49MoN3O2P2S2 at a distorted geometry, from the OMol25 dataset.

Each line ends with the Mulliken spin population.
CARTESIAN COORDINATES (ANGSTROEM)
Mo -0.275600 -0.187700 0.193200  2.0151
C 2.808300 -4.435100 -0.222200  -0.0003
C 2.538000 -3.143600 0.568700  0.0104
C 2.864200 -3.389600 2.037800  0.0040
C 1.106600 -2.748900 0.304200  0.0095
C 0.084000 -2.809400 1.256900  -0.0314
C -1.259300 -2.803300 0.877500  0.0274
C -1.622000 -2.780800 -0.473300  -0.0205
C -2.986700 -3.176500 -0.930900  0.0055
C -0.616300 -2.430000 -1.391700  0.0538
C 0.727900 -2.404800 -1.006700  -0.0126
H 3.820200 -4.776300 -0.023100  0.0002
H 2.710000 -4.280800 -1.292400  -0.0003
H 2.111600 -5.215500 0.076800  0.0006
H 3.197400 -2.359100 0.177600  -0.0059
H 2.265700 -4.205800 2.435100  0.0005
H 2.710600 -2.501000 2.644300  -0.0006
H 3.911900 -3.664800 2.125300  -0.0008
H 0.322600 -3.001600 2.293400  0.0102
H -2.023500 -2.959200 1.627100  0.0108
H -3.473500 -2.374400 -1.486300  0.0029
H -3.614800 -3.449700 -0.087900  -0.0004
H -2.902400 -4.037200 -1.598600  0.0030
H -0.849500 -2.393000 -2.452300  -0.0034
H 1.492300 -2.322500 -1.768700  0.0072
S -2.712000 0.054900 -0.538000  -0.0483
P -1.967100 1.567200 -1.653400  0.0389
C -0.283400 1.286200 -1.217800  -0.2000
P 1.180600 1.686500 -2.149000  -0.0187
S 2.376800 0.184800 -1.728800  0.0215
C 1.862900 3.264900 -1.541700  0.0116
C 1.038200 4.380300 -1.433300  -0.0063
C 1.532900 5.541900 -0.871900  0.0023
C 2.850100 5.600200 -0.437100  -0.0011
C 3.680100 4.497700 -0.574500  -0.0002
C 3.188400 3.327000 -1.127500  -0.0017
C 0.812900 1.921300 -3.908300  -0.0018
C 0.909000 3.161400 -4.528800  0.0025
C 0.590400 3.271800 -5.870100  -0.0013
C 0.189600 2.155700 -6.587200  0.0018
C 0.136300 0.911300 -5.975300  -0.0009
C 0.446500 0.792000 -4.634400  0.0029
C -2.867000 3.038900 -1.073000  0.0176
C -2.299900 3.970000 -0.214100  -0.0164
C -3.087500 4.977000 0.318500  -0.0021
C -4.433400 5.048600 -0.002900  0.0011
C -5.000700 4.104300 -0.846400  -0.0015
C -4.228000 3.086600 -1.371300  0.0015
C -2.431300 1.319500 -3.384500  -0.0155
C -2.658000 2.406900 -4.222200  0.0025
C -3.043900 2.178800 -5.530600  0.0000
C -3.197400 0.881200 -5.995700  0.0003
C -2.955400 -0.199100 -5.159800  -0.0017
C -2.567300 0.017500 -3.853000  0.0001
H 0.023400 4.332800 -1.804800  -0.0023
H 0.886400 6.401800 -0.777600  0.0001
H 3.231100 6.516600 -0.014200  0.0000
H 4.707400 4.547600 -0.249400  0.0001
H 3.826600 2.463200 -1.257500  0.0007
H 1.249800 4.025600 -3.977700  0.0001
H 0.675500 4.229300 -6.361300  0.0000
H -0.060700 2.252600 -7.633100  0.0000
H -0.132200 0.036600 -6.548400  0.0000
H 0.428600 -0.173500 -4.141400  0.0043
H -1.243300 3.910100 0.016100  0.0004
H -2.646700 5.713100 0.974500  0.0000
H -5.042500 5.844200 0.396500  -0.0001
H -6.047600 4.167500 -1.098300  -0.0001
H -4.673000 2.336200 -2.012000  0.0000
H -2.556800 3.416100 -3.847200  -0.0001
H -3.245300 3.011200 -6.188800  0.0000
H -3.517400 0.704700 -7.010400  0.0001
H -3.084800 -1.206700 -5.522600  -0.0001
H -2.400700 -0.812200 -3.177400  0.0020
C -3.975700 1.728100 3.582200  -0.0004
N -2.674900 2.025600 3.019700  -0.0020
C -2.108900 3.234800 3.161600  0.0008
C -0.871700 3.499900 2.664200  0.0011
C -0.248600 2.507200 1.865300  0.0277
N -0.870700 1.345100 1.643500  -0.0511
C -2.004800 1.011700 2.341400  -0.0385
O -2.374800 -0.142800 2.379600  0.0105
N 0.946600 2.729000 1.318900  -0.0154
H -4.209600 2.457300 4.352300  0.0003
H -3.965600 0.722700 3.997800  0.0001
H -4.737200 1.764800 2.803200  -0.0002
H -2.668800 3.980800 3.708300  0.0002
H -0.390200 4.450200 2.814200  0.0003
H 1.397400 3.624400 1.423600  -0.0014
H 1.356700 2.047700 0.689400  -0.0090
C 0.779500 -0.372500 3.741400  0.0117
C 1.672600 -0.151200 2.550800  -0.0073
O 1.160500 -0.191200 1.394600  0.1601
C 3.079200 0.108600 2.730900  0.0163
C 3.691500 0.104300 3.998800  0.0168
C 5.049600 0.313100 4.106500  -0.0049
C 5.822500 0.541100 2.974500  0.0196
C 5.229000 0.561500 1.718300  -0.0096
C 3.875400 0.346100 1.594100  0.0077
H -0.223700 -0.649300 3.408000  -0.0067
H 0.729400 0.535600 4.345500  0.0056
H 1.177400 -1.163000 4.375500  0.0021
H 3.112700 -0.074000 4.891600  -0.0004
H 5.516500 0.296600 5.078900  0.0002
H 6.883900 0.697500 3.072200  0.0007
H 5.828300 0.738000 0.838700  0.0000
H 3.407700 0.335400 0.618400  -0.0117

Atoms 1-2, force components in eV/Å:
-3.5 1.7 -3.6
0.1 0.2 0.0

## Properties
HOMO-LUMO gap (alpha / beta) = 6.588 / 6.644 eV
M = 922.0 g mol⁻¹
LUMO energy (alpha / beta) = -0.224 / -0.235 Eh
Multiplicity = 3
Net charge = +2
<S²> = 2.1292